No. 1
Below is a molecular structure, C44H34Cl3N6O4PPbS in a non-equilibrium geometry, with properties calculated with wB97M-V/def2-TZVPD.

CARTESIAN COORDINATES (ANGSTROEM)
1 Pb 0.52 -0.01 0.18
2 O 4.66 -2.06 0.57
3 C 3.57 -1.48 0.75
4 N 2.93 -0.59 0.00
5 C 3.58 0.08 -1.05
6 C 4.49 -0.53 -1.92
7 C 5.13 0.23 -2.91
8 C 4.87 1.58 -2.99
9 C 3.95 2.22 -2.15
10 C 3.29 1.47 -1.17
11 N 2.34 1.94 -0.28
12 C 2.21 3.25 -0.02
13 O 2.76 4.26 -0.50
14 C 1.18 3.51 1.07
15 C 0.93 4.85 1.40
16 C -0.04 5.16 2.33
17 C -0.71 4.10 2.95
18 C -0.36 2.80 2.61
19 N 0.56 2.52 1.69
20 C 2.84 -1.74 2.04
21 C 3.09 -2.91 2.76
22 C 2.40 -3.13 3.93
23 C 1.56 -2.11 4.41
24 C 1.41 -0.97 3.65
25 N 2.01 -0.78 2.47
26 H 4.72 -1.60 -1.85
27 H 5.89 -0.23 -3.55
28 H 5.42 2.20 -3.71
29 H 3.80 3.28 -2.24
30 H 1.50 5.58 0.88
31 H -0.31 6.19 2.56
32 H -1.50 4.26 3.66
33 H -0.88 1.95 3.05
34 H 3.80 -3.63 2.38
35 H 2.57 -4.04 4.50
36 H 1.01 -2.22 5.34
37 H 0.78 -0.14 3.97
38 C -4.45 0.86 -1.49
39 C -4.51 1.53 -0.28
40 C -3.86 1.03 0.82
41 C -3.14 -0.16 0.73
42 C -3.09 -0.84 -0.47
43 C -3.75 -0.32 -1.59
44 P -2.30 -0.76 2.24
45 C -3.73 -1.08 3.34
46 C -3.50 -1.06 4.71
47 C -4.52 -1.34 5.62
48 C -5.77 -1.70 5.16
49 C -6.01 -1.73 3.79
50 C -5.01 -1.42 2.89
51 C -1.66 -2.43 1.84
52 C -2.28 -3.60 2.30
53 C -1.71 -4.82 1.99
54 C -0.54 -4.86 1.23
55 C 0.03 -3.70 0.72
56 C -0.50 -2.40 1.03
57 H -4.93 1.32 -2.36
58 H -5.05 2.48 -0.22
59 H -3.88 1.57 1.77
60 H -2.58 -1.78 -0.58
61 H -3.68 -0.85 -2.53
62 H -2.49 -0.77 5.03
63 H -4.35 -1.31 6.68
64 H -6.60 -1.92 5.84
65 H -6.99 -2.02 3.43
66 H -5.23 -1.47 1.83
67 H -3.16 -3.55 2.95
68 H -2.14 -5.75 2.40
69 H -0.11 -5.84 0.95
70 H 0.88 -3.80 0.05
71 C 1.51 2.17 -4.89
72 C 1.66 0.67 -4.70
73 C 2.59 -0.08 -5.39
74 C 2.66 -1.44 -5.03
75 N 1.88 -2.03 -4.15
76 C 0.96 -1.30 -3.49
77 S 0.01 -1.96 -2.29
78 N 0.85 0.04 -3.82
79 C 3.73 -2.28 -5.66
80 H 2.32 2.52 -5.52
81 H 1.53 2.64 -3.92
82 H 0.52 2.40 -5.32
83 H 3.25 0.44 -6.08
84 H 0.15 0.62 -3.32
85 H 3.66 -2.31 -6.74
86 H 3.60 -3.29 -5.30
87 H 4.73 -1.91 -5.42
88 Cl -2.87 4.44 -3.18
89 C -1.71 4.02 -1.89
90 Cl -0.25 4.99 -2.07
91 Cl -2.43 4.46 -0.30
92 C -1.33 2.46 -2.03
93 O -0.82 2.18 -3.12
94 O -1.56 1.79 -1.05

electronic energy = -4639.7366 Ha
molar mass = 1087.39 g/mol
HOMO level = -1.819 eV
energy above the lowest of the compared OMol25 structures with the same formula, charge and spin = 0.0 kJ/mol
charge = -2
frontier orbital gap = 5.88 eV

For reference, the Mulliken charges in units of e are: Pb 1.195; O -0.848; C -0.196; N 0.812; C -0.613; C -0.267; C -0.863; C -0.593; C -0.597; C 0.442; N 0.175; C -0.114; O -0.880; C 0.331; C -0.542; C -0.487; C -0.934; C -0.185; N 0.190; C 0.389; C -0.656; C -0.331; C -0.673; C -0.057; N -0.077; H 0.449; H 0.455; H 0.330; H 0.474; H 0.466; H 0.343; H 0.436; H 0.435; H 0.456; H 0.366; H 0.390; H 0.260; C -0.444; C -0.607; C -0.588; C 0.237; C -0.113; C -0.617; P 0.687; C -0.338; C -0.097; C -0.658; C -0.419; C -0.616; C -0.031; C 0.017; C -0.482; C -0.567; C -0.723; C -0.505; C 0.037; H 0.312; H 0.335; H 0.331; H 0.465; H 0.368; H 0.353; H 0.378; H 0.336; H 0.374; H 0.374; H 0.163; H 0.345; H 0.267; H 0.324; C -1.305; C 1.423; C -1.180; C 1.059; N -0.529; C -0.034; S -0.320; N 0.393; C -1.364; H 0.376; H 0.122; H 0.394; H 0.266; H 0.007; H 0.367; H 0.382; H 0.251; Cl -0.221; C 0.843; Cl -0.137; Cl -0.139; C -0.039; O -0.949; O -0.043

---

No. 2
Below is a molecular structure, C22H15AsAuO4 in a non-equilibrium geometry, with properties calculated with wB97M-V/def2-TZVPD.

CARTESIAN COORDINATES (ANGSTROEM)
1 O -0.67 -3.32 -2.48
2 C 0.10 -2.78 -3.15
3 Au 1.42 -1.69 -4.10
4 O -3.98 -0.12 -4.49
5 C -3.37 -0.43 -5.41
6 C 2.71 -0.43 -4.89
7 O 3.43 0.41 -5.19
8 C 0.20 1.49 -2.92
9 O 0.22 2.06 -3.90
10 C -0.65 3.90 2.79
11 C 0.40 3.98 1.86
12 C 0.58 2.95 0.92
13 C -0.29 1.85 0.93
14 C -1.36 1.78 1.83
15 C -1.53 2.81 2.77
16 As 0.06 0.47 -0.43
17 C 1.67 -0.26 0.45
18 C 2.82 -0.34 -0.34
19 C 4.01 -0.83 0.21
20 C 4.05 -1.19 1.57
21 C 2.91 -1.05 2.37
22 C 1.71 -0.57 1.81
23 C -1.36 -0.82 0.02
24 C -1.09 -2.03 0.66
25 C -2.15 -2.92 0.91
26 C -3.44 -2.62 0.47
27 C -3.69 -1.43 -0.22
28 C -2.65 -0.53 -0.46
29 H -0.78 4.69 3.53
30 H 1.07 4.83 1.87
31 H 1.39 3.00 0.19
32 H -2.04 0.93 1.80
33 H -2.35 2.75 3.49
34 H 2.78 -0.03 -1.39
35 H 4.91 -0.93 -0.40
36 H 4.98 -1.57 2.00
37 H 2.96 -1.31 3.43
38 H 0.83 -0.45 2.44
39 H -0.07 -2.27 0.96
40 H -1.95 -3.86 1.43
41 H -4.26 -3.31 0.66
42 H -4.69 -1.21 -0.58
43 H -2.83 0.40 -1.01

multiplicity = 3
electronic energy = -3518.5488 Ha
molar mass = 615.25 g/mol
HOMO level (spin up / spin down) = -18.032 / -18.003 eV
energy above the lowest of the compared OMol25 structures with the same formula, charge and spin = 0.0 kJ/mol
charge = +3
frontier orbital gap (spin up / spin down) = 7.43 / 4.30 eV

For reference, the Mulliken charges in units of e are: O -0.194; C 0.603; Au 0.374; O -0.131; C 0.134; C 0.351; O -0.117; C 0.257; O -0.137; C -0.508; C -0.624; C -0.190; C 0.282; C 0.313; C -0.538; As 0.808; C 0.436; C -0.495; C -0.539; C -0.536; C -0.729; C -0.113; C 0.259; C -0.301; C -0.680; C -0.507; C -0.750; C -0.403; H 0.449; H 0.442; H 0.426; H 0.430; H 0.463; H 0.395; H 0.413; H 0.432; H 0.425; H 0.479; H 0.506; H 0.446; H 0.446; H 0.464; H 0.459

---

No. 3
Below is 3 unconnected molecules or ions with the total composition C4H12N2O2 in a non-equilibrium geometry, with properties calculated with wB97M-V/def2-TZVPD.

CARTESIAN COORDINATES (ANGSTROEM)
1 C 1.29 -0.31 -1.81
2 N 1.07 1.14 -1.77
3 C -1.02 1.10 0.98
4 C -0.49 0.18 1.98
5 C -0.60 -1.23 1.80
6 N 0.23 -1.91 2.71
7 O -1.22 -1.81 0.90
8 H 1.15 -0.75 -2.82
9 H 0.41 -0.75 -1.32
10 H 2.16 -0.61 -1.22
11 H 0.14 1.37 -2.22
12 H -0.20 1.58 0.33
13 H -1.69 0.60 0.26
14 H -1.55 2.04 1.20
15 H 0.26 0.49 2.73
16 H 0.54 -1.47 3.55
17 H 0.43 -2.89 2.60
18 H -1.51 1.04 -3.21
19 H 1.85 1.61 -2.24
20 O -1.24 0.57 -2.42

electronic energy = -419.3645 Ha
molar mass = 120.15 g/mol
HOMO level = -7.234 eV
energy above the lowest of the compared OMol25 structures with the same formula, charge and spin = 745.6 kJ/mol
charge = 0
frontier orbital gap = 3.58 eV

For reference, the Mulliken charges in units of e are: C -0.638; N -0.440; C -0.916; C 0.048; C 0.634; N -0.389; O -0.534; H 0.281; H 0.140; H 0.345; H 0.292; H 0.202; H 0.283; H 0.439; H 0.245; H 0.187; H 0.227; H 0.186; H 0.228; O -0.821

---

No. 4
Below is a molecular structure, C43H36P2SeSiTa, with properties calculated with wB97M-V/def2-TZVPD.

CARTESIAN COORDINATES (ANGSTROEM)
1 Ta -0.40 0.56 -0.66
2 C 0.08 1.90 3.02
3 Si -0.32 0.36 2.05
4 C 1.01 -0.92 2.42
5 C 1.17 -1.42 3.71
6 C 2.17 -2.34 4.00
7 C 3.05 -2.78 3.01
8 C 2.92 -2.29 1.72
9 C 1.92 -1.36 1.44
10 P 1.68 -0.81 -0.25
11 C 2.46 -1.85 -1.47
12 C 1.78 -2.99 -1.91
13 C 2.38 -3.84 -2.81
14 C 3.66 -3.55 -3.28
15 C 4.34 -2.42 -2.85
16 C 3.75 -1.56 -1.94
17 C 2.13 0.91 -0.56
18 C 2.79 1.79 0.30
19 C 3.09 3.07 -0.15
20 C 2.72 3.48 -1.43
21 C 2.03 2.63 -2.28
22 C 1.74 1.35 -1.84
23 C -2.04 -0.17 2.61
24 C -2.50 -0.01 3.92
25 C -3.77 -0.45 4.28
26 C -4.61 -1.07 3.36
27 C -4.18 -1.25 2.05
28 C -2.92 -0.80 1.70
29 P -2.17 -1.05 0.11
30 C -1.80 -2.78 -0.23
31 C -1.01 -3.48 0.69
32 C -0.77 -4.83 0.50
33 C -1.31 -5.49 -0.60
34 C -2.10 -4.80 -1.51
35 C -2.36 -3.45 -1.32
36 C -2.81 -0.29 -1.38
37 C -3.92 0.55 -1.50
38 C -4.15 1.20 -2.70
39 C -3.27 1.07 -3.78
40 C -2.14 0.29 -3.67
41 C -1.87 -0.37 -2.46
42 H 0.31 1.60 4.04
43 H -0.78 2.57 3.05
44 H 0.94 2.45 2.64
45 H 0.49 -1.11 4.50
46 H 2.26 -2.73 5.01
47 H 3.82 -3.49 3.25
48 H 3.59 -2.63 0.94
49 H 0.79 -3.21 -1.52
50 H 1.86 -4.72 -3.15
51 H 4.13 -4.22 -3.99
52 H 5.33 -2.21 -3.22
53 H 4.28 -0.68 -1.60
54 H 3.09 1.46 1.29
55 H 3.63 3.75 0.50
56 H 2.96 4.49 -1.75
57 H 1.73 2.96 -3.26
58 H 1.30 0.63 -2.55
59 H -1.88 0.47 4.66
60 H -4.11 -0.31 5.30
61 H -5.59 -1.40 3.66
62 H -4.82 -1.75 1.34
63 H -0.61 -2.97 1.56
64 H -0.17 -5.37 1.22
65 H -1.12 -6.54 -0.74
66 H -2.54 -5.32 -2.35
67 H -3.00 -2.93 -2.02
68 H -4.62 0.65 -0.68
69 H -5.04 1.81 -2.81
70 H -3.49 1.58 -4.71
71 H -1.48 0.16 -4.52
72 H -1.13 -1.18 -2.45
73 Se -1.20 2.79 -0.46
74 C -0.29 4.46 -0.24
75 C 0.19 4.87 0.99
76 C 0.82 6.11 1.08
77 C 0.96 6.90 -0.05
78 C 0.47 6.48 -1.28
79 C -0.17 5.25 -1.38
80 H 0.07 4.26 1.87
81 H 1.18 6.45 2.04
82 H 1.44 7.87 0.03
83 H 0.56 7.10 -2.15
84 H -0.58 4.92 -2.33

electronic energy = -5089.9239 Ha
molar mass = 902.70 g/mol
HOMO level = -16.506 eV
energy above the lowest of the compared OMol25 structures with the same formula, charge and spin = 0.0 kJ/mol
charge = +3
frontier orbital gap = 6.35 eV

For reference, the Mulliken charges in units of e are: Ta 0.682; C -1.327; Si 0.552; C 0.179; C -0.577; C -0.918; C -0.839; C -1.277; C 0.877; P 1.604; C 0.253; C 0.464; C -0.856; C -0.657; C -0.727; C -0.418; C 0.121; C -0.709; C -0.899; C -0.578; C -0.941; C -0.109; C 0.843; C -0.684; C -0.729; C -0.848; C -0.726; C 0.224; P 0.956; C 0.903; C -0.242; C -0.723; C -0.732; C -0.761; C -0.487; C 0.002; C -0.675; C -0.791; C -0.654; C -0.955; C 0.061; H 0.485; H 0.504; H 0.444; H 0.422; H 0.486; H 0.491; H 0.578; H -0.025; H 0.500; H 0.437; H 0.461; H 0.491; H 0.739; H 0.484; H 0.537; H 0.554; H 0.572; H 0.452; H 0.478; H 0.473; H 0.567; H 0.303; H 0.480; H 0.483; H 0.494; H 0.498; H 0.525; H 0.507; H 0.503; H 0.568; H 0.605; Se -0.029; C 0.665; C -0.358; C -0.756; C -0.548; C -0.705; C -0.510; H 0.401; H 0.476; H 0.458; H 0.436; H 0.491

---

No. 5
Below is a molecular structure, C28H32ClO6S2Y, with properties calculated with wB97M-V/def2-TZVPD.

CARTESIAN COORDINATES (ANGSTROEM)
1 Y -1.01 -0.73 -0.88
2 O 1.15 -1.13 -0.86
3 S 2.26 -0.07 -0.64
4 C 2.14 0.34 1.13
5 C 2.61 -0.71 2.12
6 C 1.82 -2.02 2.20
7 C 0.56 -1.96 3.08
8 S -1.01 -2.34 2.30
9 O -1.20 -1.23 1.25
10 C -0.57 -3.80 1.37
11 C -0.80 -3.90 0.00
12 C -0.45 -5.06 -0.68
13 C 0.12 -6.12 0.01
14 C 0.32 -6.03 1.38
15 C -0.02 -4.87 2.06
16 C 3.78 -0.97 -0.70
17 C 3.79 -2.35 -0.74
18 C 5.02 -3.00 -0.78
19 C 6.20 -2.26 -0.77
20 C 6.16 -0.87 -0.74
21 C 4.94 -0.21 -0.72
22 H 1.09 0.64 1.25
23 H 2.73 1.25 1.22
24 H 2.63 -0.23 3.11
25 H 3.65 -0.95 1.90
26 H 2.48 -2.77 2.62
27 H 1.57 -2.37 1.20
28 H 0.38 -0.97 3.52
29 H 0.61 -2.66 3.92
30 H -1.33 -3.13 -0.56
31 H -0.64 -5.14 -1.74
32 H 0.39 -7.02 -0.52
33 H 0.75 -6.86 1.92
34 H 0.13 -4.82 3.13
35 H 2.87 -2.91 -0.76
36 H 5.06 -4.08 -0.82
37 H 7.15 -2.77 -0.80
38 H 7.08 -0.30 -0.75
39 H 4.91 0.87 -0.73
40 C 0.35 5.91 0.01
41 C -1.06 5.47 -0.27
42 C -2.14 6.09 0.35
43 C -3.44 5.69 0.08
44 Cl -4.76 6.48 0.87
45 C -3.68 4.67 -0.82
46 C -2.61 4.03 -1.44
47 C -1.32 4.44 -1.16
48 O -0.19 3.86 -1.71
49 C -0.35 2.86 -2.67
50 C -0.63 1.53 -2.03
51 O -0.76 0.49 -2.75
52 O -0.74 1.42 -0.76
53 H 0.37 6.74 0.71
54 H 0.85 6.22 -0.91
55 H 0.94 5.09 0.42
56 H -1.96 6.90 1.05
57 H -4.70 4.39 -1.05
58 H -2.83 3.24 -2.14
59 H 0.58 2.77 -3.23
60 H -1.14 3.07 -3.39
61 C -5.62 -0.51 -1.25
62 C -4.31 -0.07 -0.72
63 C -4.25 1.10 0.19
64 O -3.28 -0.69 -1.04
65 H -6.32 0.32 -1.33
66 H -6.05 -1.21 -0.52
67 H -5.51 -1.04 -2.19
68 H -5.08 1.07 0.90
69 H -4.39 2.00 -0.41
70 H -3.29 1.17 0.71

electronic energy = -2832.1479 Ha
molar mass = 653.05 g/mol
HOMO level = -12.503 eV
charge = +2
frontier orbital gap = 7.12 eV

For reference, the Mulliken charges in units of e are: Y 1.762; O -0.527; S 0.281; C -0.491; C -1.380; C 0.483; C -1.092; S 0.037; O -0.288; C 0.653; C 0.106; C -0.905; C -0.589; C -0.663; C -0.674; C 0.434; C -0.138; C -0.814; C -0.480; C -0.724; C -0.290; H 0.282; H 0.642; H 0.565; H 0.385; H 0.514; H -0.397; H 0.568; H 0.523; H 0.518; H 0.465; H 0.457; H 0.440; H 0.412; H 0.429; H 0.433; H 0.420; H 0.428; H 0.427; C -1.266; C 0.699; C -0.728; C 0.021; Cl -0.203; C -0.993; C -0.438; C 0.806; O -0.482; C -1.101; C 1.724; O -0.880; O -0.719; H 0.405; H 0.318; H 0.224; H 0.402; H 0.539; H 0.505; H 0.462; H 0.535; C -1.300; C 0.828; C -0.747; O -0.672; H 0.399; H 0.341; H 0.391; H 0.496; H 0.053; H 0.168

---

No. 6
Below is 2 unconnected molecules or ions with the total composition C4H4NO3 in a non-equilibrium geometry, with properties calculated with wB97M-V/def2-TZVPD.

CARTESIAN COORDINATES (ANGSTROEM)
1 C 1.07 1.58 0.11
2 C 3.60 -0.47 0.03
3 C -0.32 0.72 0.33
4 C 0.62 -0.51 0.04
5 N 1.69 0.46 -0.17
6 O 3.35 -1.59 0.20
7 O 1.24 2.79 -0.02
8 O 4.40 0.37 -0.07
9 H -0.44 0.73 1.48
10 H -1.17 0.95 -0.39
11 H 0.81 -1.14 0.89
12 H 0.50 -1.10 -0.86

electronic energy = -435.3300 Ha
molar mass = 114.08 g/mol
HOMO level = -3.894 eV
energy above the lowest of the compared OMol25 structures with the same formula, charge and spin = 87.9 kJ/mol
charge = -1
frontier orbital gap = 7.92 eV

For reference, the Mulliken charges in units of e are: C 0.295; C 0.691; C -0.448; C -0.471; N -0.313; O -0.470; O -0.732; O -0.468; H 0.207; H 0.265; H 0.187; H 0.255

---

No. 7
Below is a gas-phase ion, C3H4N3O2 (charge -1) in a non-equilibrium geometry, with properties calculated with wB97M-V/def2-TZVPD.

CARTESIAN COORDINATES (ANGSTROEM)
1 C 0.45 0.39 -0.64
2 C 2.85 -0.31 0.42
3 C -0.82 0.78 -0.77
4 N 1.58 0.01 -0.61
5 N -2.09 -0.52 0.75
6 N -1.84 -0.24 -0.63
7 O 3.57 -1.16 -0.08
8 O 2.71 0.44 1.36
9 H -0.84 1.80 -1.20
10 H -1.31 -0.07 1.20
11 H -2.87 -0.01 1.15
12 H -1.40 -1.12 -0.94

electronic energy = -431.4440 Ha
molar mass = 114.08 g/mol
HOMO level = -3.638 eV
structure (SMILES) = NNC=C=NC(=O)[O-]
energy above the lowest of the compared OMol25 structures with the same formula, charge and spin = 184.5 kJ/mol
charge = -1
frontier orbital gap = 7.79 eV

For reference, the Mulliken charges in units of e are: C 0.894; C 0.625; C -1.094; N -0.364; N -0.589; N -0.401; O -0.607; O -0.597; H 0.260; H 0.295; H 0.245; H 0.333

---

No. 8
Below is C4H8ClN2P in the gas phase in a non-equilibrium geometry, with properties calculated with wB97M-V/def2-TZVPD.

CARTESIAN COORDINATES (ANGSTROEM)
1 C -0.90 0.54 0.01
2 C 0.37 1.35 1.01
3 C -2.07 1.24 -0.43
4 C 1.06 -2.36 -0.31
5 N -0.51 -0.60 -0.31
6 N 0.69 -1.02 0.20
7 P 1.75 0.15 0.90
8 Cl 2.78 0.81 -0.80
9 H 0.53 2.16 0.31
10 H -0.18 1.40 2.00
11 H -2.64 0.57 -1.05
12 H -1.66 2.19 -0.84
13 H -2.77 1.49 0.44
14 H 2.02 -2.13 -0.80
15 H 1.33 -3.15 0.53
16 H 0.22 -2.64 -0.88

electronic energy = -1068.2227 Ha
molar mass = 150.55 g/mol
HOMO level = -8.432 eV
structure (SMILES) = CC1=NN(C)P(Cl)C1
energy above the lowest of the compared OMol25 structures with the same formula, charge and spin = 66.1 kJ/mol
charge = 0
frontier orbital gap = 9.34 eV

For reference, the Mulliken charges in units of e are: C 0.489; C -0.797; C -1.054; C -0.760; N -0.453; N 0.297; P 0.056; Cl -0.277; H 0.437; H 0.397; H 0.333; H 0.256; H 0.252; H 0.245; H 0.188; H 0.390